No. 1
Molecular formula: C24H17Cl5FeNO3SSi
Method: DFT, ωB97M-V with the def2-TZVPD basis set

ORCA input file:
```
! RIJCOSX wB97M-V def2-TZVPD def2/J DEFGRID3
* xyz 0 6
Fe -0.320 1.599 -0.071
Cl 1.089 5.916 -3.286
Cl -3.560 2.629 -0.753
Cl -4.209 5.019 -2.670
Cl -1.878 6.655 -3.943
Cl 1.669 3.485 -1.354
S 2.540 -2.965 2.542
Si -1.389 -0.699 -1.056
O 1.711 -4.036 3.052
O 3.783 -2.711 3.234
O 2.646 -2.932 1.080
N -0.644 1.999 1.992
C 1.429 -0.415 -0.604
C 0.087 0.832 2.441
C -1.581 -2.348 -0.259
C -2.969 -3.961 0.886
C -2.836 -2.768 0.199
C 2.750 -0.197 -0.983
C -1.532 5.336 -2.902
C 0.035 3.930 -1.776
C -0.206 5.007 -2.616
C -0.968 3.159 -1.215
C 0.370 -0.227 -1.517
C -0.599 -4.352 0.686
C 0.687 0.236 -2.813
C -0.466 -3.162 -0.015
C 1.465 0.921 2.594
C -2.271 3.532 -1.499
C 2.000 0.440 -3.184
C 3.033 0.220 -2.273
C -0.570 -0.386 2.561
C -2.576 4.602 -2.335
C -1.850 -4.747 1.139
C 1.563 -1.471 2.782
C 0.177 -1.541 2.742
C 2.200 -0.238 2.773
H -1.632 1.961 2.219
H -1.651 -0.437 2.472
H -2.349 -0.320 -2.112
H 0.525 -2.889 -0.349
H -0.108 0.396 -3.532
H 2.229 0.775 -4.188
H 1.957 1.888 2.533
H -0.263 2.876 2.329
H -0.301 -2.510 2.796
H -1.956 -5.669 1.696
H 3.280 -0.214 2.858
H -3.714 -2.155 0.020
H 3.539 -0.413 -0.274
H 1.238 -0.811 0.386
H 0.283 -4.935 0.909
H -3.944 -4.278 1.234
H 4.061 0.372 -2.576
*
```

## Properties
DFT total energy ... -148506.7962 eV
Relative energy (zero: lowest compared OMol25 entry of this formula, charge and spin) ... 0.142 eV
LUMO level (alpha / beta) ... -0.44 / -2.17 eV
Kohn-Sham gap (alpha / beta) ... 7.438 / 6.327 eV

No. 2
Molecular formula: C12H23BaN3O3
Method: DFT, ωB97M-V with the def2-TZVPD basis set

ORCA input file:
```
! RIJCOSX wB97M-V def2-TZVPD def2/J DEFGRID3
* xyz 2 1
Ba 0.298 0.184 -0.497
O 0.567 2.120 -4.659
O 0.209 1.088 -2.706
O 0.326 2.975 -0.675
N 1.589 -2.110 0.327
N 0.188 3.469 -2.927
N -1.150 -1.990 1.389
C -0.184 -3.061 1.764
C 0.790 -3.335 0.644
C 2.362 -2.380 -0.892
C -2.200 -2.557 0.536
C -1.766 -1.480 2.613
C 0.665 3.507 -5.176
C 0.163 4.404 -4.080
C 2.523 -1.842 1.436
C 0.046 3.828 -1.563
C -0.380 5.813 -0.157
C -0.447 5.174 -1.347
C 0.320 2.162 -3.373
H -1.781 -2.938 -0.405
H 0.816 5.271 -3.921
H 0.058 3.517 -6.090
H 1.469 -4.147 0.955
H -0.870 4.732 -4.287
H -2.935 -1.786 0.276
H 3.019 -3.257 -0.749
H 1.680 -2.598 -1.725
H 0.266 -3.654 -0.261
H -0.898 5.647 -2.234
H 2.985 -1.513 -1.151
H 3.142 -2.734 1.655
H -2.493 -0.697 2.380
H -2.274 -2.280 3.183
H -0.863 6.793 -0.074
H -1.000 -1.037 3.257
H -2.725 -3.394 1.043
H 1.737 3.676 -5.373
H 0.361 -2.764 2.667
H 1.969 -1.562 2.340
H -0.728 -4.000 1.994
H 3.177 -0.999 1.181
H 0.166 5.373 0.689
*
```

## Properties
DFT total energy ... -24111.2829 eV
LUMO level ... -6.57 eV
Kohn-Sham gap ... 8.625 eV

No. 3
Molecular formula: C33H27IrN5O7S
Method: DFT, ωB97M-V with the def2-TZVPD basis set

ORCA input file:
```
! RIJCOSX wB97M-V def2-TZVPD def2/J DEFGRID3
* xyz 1 1
Ir 1.354 1.111 1.217
S -1.280 2.549 0.166
O -1.082 3.945 0.441
O 0.105 1.903 -0.122
O -1.946 1.749 1.164
O -0.401 -2.538 -5.750
O -2.163 -1.517 -4.893
O 1.620 -2.067 2.259
O -2.446 -2.194 1.131
N 0.166 0.159 2.513
N 0.926 2.628 2.508
N 1.894 -0.373 -0.110
N 2.996 0.350 2.163
N -0.411 -1.005 2.245
C 1.894 -0.947 -2.488
C -3.066 1.372 -1.509
C -3.697 1.223 -2.734
C 0.013 4.542 4.254
C -4.079 1.896 -5.132
C -2.132 -4.371 0.349
C -1.608 -3.240 0.977
C -3.369 2.034 -3.816
C -2.098 2.354 -1.368
C 1.302 3.901 2.355
C -1.746 3.177 -2.432
C -2.382 3.008 -3.647
C -1.007 -1.806 -4.795
C 0.869 4.886 3.217
C 5.250 -0.883 3.181
C -0.264 -3.237 1.385
C 1.193 -0.719 -1.313
C 0.419 -2.065 1.986
C -0.190 -0.795 -1.274
C 3.454 0.681 3.365
C 4.580 0.081 3.909
C 1.197 -1.313 -3.629
C -1.346 -5.484 0.140
C -0.876 -1.164 -2.414
C -0.291 0.893 3.477
C 3.630 -0.612 1.458
C -0.014 -5.502 0.556
C -0.187 -1.439 -3.591
C 2.969 -0.986 0.213
C -0.385 3.225 4.404
C 0.507 -4.386 1.170
C 4.764 -1.236 1.928
C 0.088 2.286 3.504
H 1.948 4.117 1.514
H 4.913 0.375 4.894
H 2.967 -0.811 -2.525
H -0.355 5.300 4.932
H -1.978 -1.496 1.634
H -1.008 0.461 4.159
H -1.954 -1.238 -2.408
H 5.243 -2.000 1.333
H -1.001 3.949 -2.297
H 1.747 -1.455 -4.551
H -1.073 2.924 5.181
H -4.785 2.717 -5.270
H 1.535 -4.367 1.509
H -2.122 3.650 -4.479
H 3.372 -1.784 -0.403
H -4.628 0.959 -5.189
H -3.169 -4.344 0.041
H 0.596 -6.382 0.404
H -3.372 1.926 -5.962
H -4.461 0.464 -2.853
H 1.186 5.907 3.063
H 2.898 1.437 3.902
H -3.327 0.747 -0.664
H -0.722 -0.570 -0.359
H 0.469 -2.839 -5.463
H -1.775 -6.353 -0.342
H 6.131 -1.364 3.582
*
```

## Properties
DFT total energy ... -70111.9441 eV
Relative energy (zero: lowest compared OMol25 entry of this formula, charge and spin) ... 1.715 eV
LUMO level ... -4.51 eV
Kohn-Sham gap ... 6.020 eV

No. 4
Molecular formula: C3H6S3
Method: DFT, ωB97M-V with the def2-TZVPD basis set

ORCA input file:
```
! RIJCOSX wB97M-V def2-TZVPD def2/J DEFGRID3
* xyz 0 1
S 2.529 -0.996 -0.367
S 1.104 1.713 -0.973
S -1.608 -0.747 -0.912
C 1.125 0.317 -0.427
C -0.735 0.976 0.700
C -0.054 -0.249 0.216
H -1.313 1.354 -0.135
H -1.624 0.422 1.279
H 0.309 -0.984 0.887
H -1.124 -1.605 -2.060
H -0.348 1.754 1.508
H 1.739 -1.955 0.284
*
```

## Properties
DFT total energy ... -35710.5226 eV
Relative energy (zero: lowest compared OMol25 entry of this formula, charge and spin) ... 3.336 eV
LUMO level ... -0.60 eV
Kohn-Sham gap ... 8.264 eV
SMILES string ... C[C@@H](S)C(=S)S